# 1
14
Properties=species:S:1:pos:R:3:forces:R:3 method="wB97M-V/def2-TZVPD" smiles=C1[C@@H]2[C@H]3[C@@H]2N2[C@H]3[C@H]12 e_homo_ev=-8.71 charge=0
N -0.0299 0.6704 1.2705 0.5 0.0 0.6
C 0.8132 0.9598 0.1125 0.4 0.1 -0.1
C -0.6364 1.2103 0.0043 -0.2 0.0 0.9
C -0.0664 -1.0862 -0.3918 0.1 0.0 -0.1
C -0.5598 -0.6928 0.9756 -0.2 0.0 0.2
C -1.2800 -0.1790 -0.2281 -0.3 0.2 -0.2
C 1.1857 -0.2707 -0.6689 0.0 0.0 0.0
H 2.0945 -0.7332 -0.2694 -0.2 -0.1 -0.1
H -1.0353 2.2258 -0.0390 -0.3 -0.6 0.0
H -0.1910 -2.0916 -0.7881 0.0 0.2 0.3
H -0.7837 -1.3720 1.7992 -0.2 0.3 -0.4
H 1.3198 -0.0424 -1.7307 0.0 0.0 0.1
H -2.3296 -0.3522 -0.4214 0.2 -0.1 -0.6
H 1.4991 1.7538 0.3754 0.1 0.1 -0.6


# 2
14
Properties=species:S:1:pos:R:3:forces:R:3 method="wB97M-V/def2-TZVPD" e_homo_ev="-8.56 / -7.70" charge=0
N 1.6671 -0.2432 -1.1986 -0.7 0.8 0.3
C -0.0956 0.8420 -0.0673 -1.0 -0.2 -0.2
C 2.4842 -0.3691 1.1741 -1.2 0.7 -1.1
C -1.2924 0.0476 0.1501 1.8 2.5 -1.6
C -1.9854 -0.8369 1.0616 0.5 2.8 2.8
C 2.3752 -0.5831 -0.2211 2.2 -2.3 -0.9
C -1.1095 0.6878 -1.0356 -1.8 -1.6 1.6
H -1.2426 -1.5694 1.1908 0.3 -1.9 0.4
H -2.1162 -0.3360 2.1484 0.4 -0.9 -2.5
H 3.1377 -1.3330 -0.6461 -0.4 0.5 0.6
H 2.9555 -0.9929 1.8665 1.0 -1.0 0.4
H -2.9342 -1.0685 0.6967 -1.4 -1.1 -0.4
H 1.8423 0.3671 1.5505 -0.7 1.1 0.6
H -1.7554 0.6928 -1.9145 1.0 0.7 -0.2


# 3
14
Properties=species:S:1:pos:R:3:forces:R:3 method="wB97M-V/def2-TZVPD" smiles="N#CC1C=CC=C1.[H][H]" e_homo_ev=-9.35 charge=0
N -0.1032 3.0850 -0.1883 0.1 -1.0 0.5
C 1.4352 0.0386 0.6479 0.0 -0.1 -0.1
C -0.9009 -0.2828 0.4209 0.0 -0.2 0.0
C 0.1129 0.7193 0.9281 0.0 0.0 0.0
C -0.2537 -1.3704 -0.0185 -0.1 0.1 0.1
C -0.0080 2.0399 0.2982 -0.1 0.9 -0.4
C 1.1980 -1.1709 0.1227 0.0 0.1 0.1
H -0.0119 0.8563 2.0130 0.0 0.0 -0.1
H -1.3122 0.0055 -2.4411 -0.1 0.0 0.0
H 2.3930 0.4942 0.8679 -0.1 -0.1 0.0
H -1.9691 -0.1029 0.4348 0.2 0.0 0.0
H -1.9844 -0.1182 -2.7329 0.0 0.0 0.0
H -0.7142 -2.2640 -0.4263 0.1 0.2 0.1
H 1.9479 -1.9017 -0.1604 -0.1 0.1 0.0


# 4
14
Properties=species:S:1:pos:R:3:forces:R:3 method="wB97M-V/def2-TZVPD" smiles="CC1=CCC1=C=N" e_homo_ev=-7.90 charge=0
N 2.8223 -0.1273 0.2319 4.1 0.1 -1.8
C -1.6596 0.5347 0.2218 -0.1 0.1 -0.2
C 1.7670 0.3969 -0.0203 -2.2 0.9 0.2
C 0.5000 0.7108 0.0194 -2.6 1.0 0.1
C -0.8261 1.7812 0.0237 2.6 -2.0 -4.8
C -0.5686 -0.2834 0.1832 0.0 -1.1 -1.4
C -0.3672 -1.7811 0.0000 2.1 1.3 1.6
H -2.8043 0.4964 0.2704 2.1 -0.4 0.0
H 3.5496 -0.1564 -0.5976 -2.0 -0.4 1.9
H 0.0486 -2.0508 -0.9701 -0.4 0.3 -0.2
H -0.8124 2.3198 -1.0350 -0.4 -1.1 2.2
H -1.3561 -2.0410 0.1549 -1.7 -2.0 0.2
H 0.3851 -2.2225 0.7473 -1.4 0.6 -0.7
H -0.6783 2.4228 0.7704 0.1 2.8 3.0


# 5
15
Properties=species:S:1:pos:R:3:forces:R:3 method="wB97M-V/def2-TZVPD" e_homo_ev="-12.91 / -13.22" charge=+1
N 0.9799 -0.0983 1.5190 -3.5 0.0 -3.6
N -0.4385 -0.2868 -1.2195 0.8 1.1 -3.1
C -1.4066 -0.2900 -2.2114 -1.1 -1.8 -0.6
C 0.6159 0.1005 -0.7922 -1.6 -1.0 0.8
C -0.2467 -0.1748 1.1752 0.1 0.6 2.8
C 1.6814 -0.2776 2.6482 2.2 -0.1 6.6
C -1.5648 0.6588 -3.1704 -0.5 -0.6 1.3
C 1.3393 0.4444 0.2765 0.7 1.1 -0.2
H 1.0143 -0.6639 3.5113 1.0 0.2 -1.8
H 2.1725 0.6020 3.1815 -0.9 -0.2 -1.5
H 2.5532 -0.8950 2.4968 0.0 -0.7 -0.2
H -1.1469 1.6486 -2.9531 0.2 -0.4 -0.8
H -2.2780 0.4511 -3.9946 0.6 0.5 0.8
H -1.2329 0.0243 1.6645 1.0 0.0 -0.1
H -2.0421 -1.2432 -2.1318 1.1 1.6 -0.5


# 6
17
Properties=species:S:1:pos:R:3:forces:R:3 method="wB97M-V/def2-TZVPD" e_homo_ev=-14.95 charge=+1
O -1.5991 4.5866 2.7936 0.6 4.3 1.7
O -1.8546 2.4631 2.0511 -0.1 -1.8 -0.3
N -1.7899 -0.5731 0.2614 1.0 0.9 1.0
N -3.7347 -1.4528 -0.8507 0.3 0.6 0.6
C -0.6908 0.1394 0.2785 -2.3 -0.5 -3.3
C -0.3787 0.9328 -0.9242 -3.2 2.1 0.5
C -1.7007 3.5229 2.4770 -0.7 -2.4 -1.4
C 0.0736 0.2571 1.4404 1.4 -2.2 0.4
C -2.8249 -0.9145 -0.3039 -1.2 -1.8 -1.0
C 0.7996 1.0104 -1.4602 0.0 2.5 -2.6
H -0.0348 1.2357 1.7106 -0.2 2.7 1.2
H -4.5164 -2.0820 -0.6355 0.6 0.6 -0.1
H -1.2509 1.6430 -1.2305 1.5 -1.4 0.4
H 1.1802 1.6629 -2.2812 -1.2 -0.3 0.6
H 1.1104 0.1054 1.2820 1.3 0.1 -0.6
H 1.5107 0.3536 -1.2275 2.9 -2.6 1.5
H -0.1898 -0.4502 2.1634 -0.8 -0.7 1.4


ΔE to the lowest compared entry with this formula, charge and spin across the listed records, respectively: 318.9 848.3 230.2 441.3 898.5 242.0 kJ/mol.
Energy across the listed records, respectively: -7822.3424 -7816.8554 -7823.2619 -7821.0740 -9298.8248 -13401.6397 eV.